A molecular structure, C34H35F6HgN14O6S4, computed with the ωB97M-V functional and the def2-TZVPD basis.

## Properties
Gap between HOMO and LUMO (alpha / beta): 4.69 / 7.06 eV
E_tot: -4880.1495 hartree
Molar mass: 1178.59 Da
E_HOMO (alpha / beta): -0.8 / -3.1 eV
LUMO level (alpha / beta): 3.94 / 3.94 eV

Structure (ORCA input):
```
! RIJCOSX wB97M-V def2-TZVPD def2/J DEFGRID3
* xyz -2 2
Hg -1.817 0.219 0.739
C -2.117 -1.050 -2.291
N -2.008 0.347 -1.890
C -1.133 1.101 -2.772
C -0.956 2.499 -2.286
N -1.722 3.087 -1.411
C -1.165 4.348 -1.251
C -1.538 5.389 -0.407
C -0.779 6.546 -0.434
C 0.336 6.670 -1.275
C 0.729 5.640 -2.111
C -0.042 4.485 -2.083
N 0.054 3.288 -2.757
C -2.877 -1.803 -1.255
N -2.578 -1.591 0.091
C -2.883 -2.739 0.780
C -2.933 -3.001 2.143
C -3.273 -4.291 2.554
C -3.565 -5.292 1.640
C -3.534 -5.028 0.264
C -3.201 -3.755 -0.142
N -3.064 -3.209 -1.423
H -1.088 -1.433 -2.400
H -2.599 -1.172 -3.274
H -2.927 0.779 -1.828
H -1.521 1.130 -3.804
H -0.155 0.618 -2.801
H -2.380 5.272 0.262
H -1.037 7.368 0.224
H 0.919 7.584 -1.249
H 1.613 5.709 -2.731
H 0.859 2.969 -3.287
H -2.754 -2.216 2.867
H -3.325 -4.503 3.615
H -3.833 -6.282 1.989
H -3.763 -5.802 -0.460
H -3.715 -3.510 -2.131
F -7.609 1.751 1.781
C -6.666 1.899 0.850
F -7.279 1.997 -0.340
F -6.022 3.043 1.080
S -5.494 0.466 0.795
O -4.620 0.843 -0.283
O -6.346 -0.675 0.656
N -4.642 0.538 2.124
S -5.121 0.092 3.566
O -6.491 -0.312 3.681
O -4.101 -0.683 4.211
C -5.025 1.707 4.458
F -3.809 2.235 4.394
F -5.898 2.592 3.963
F -5.331 1.515 5.752
C 2.336 -1.358 0.838
N 3.205 -2.552 0.838
C 2.899 -3.334 -0.359
N 1.493 -3.738 -0.428
C 0.673 -2.515 -0.394
N 0.915 -1.725 0.816
C 0.630 -2.559 1.982
N 1.454 -3.778 2.011
C 2.860 -3.369 2.000
C 1.183 -4.517 0.773
H 2.564 -0.725 -0.018
H 2.538 -0.782 1.742
H 3.525 -4.233 -0.365
H 3.134 -2.736 -1.241
H -0.378 -2.799 -0.437
H 0.919 -1.896 -1.261
H -0.419 -2.853 1.969
H 0.824 -1.979 2.888
H 3.487 -4.267 2.002
H 3.065 -2.796 2.907
H 0.125 -4.792 0.754
H 1.787 -5.430 0.768
N 8.257 -1.007 -2.148
C 6.986 -0.401 -2.223
C 6.853 0.979 -2.079
C 5.607 1.576 -2.163
C 4.481 0.804 -2.402
C 4.609 -0.566 -2.558
C 5.853 -1.168 -2.473
S 2.867 1.553 -2.464
O 2.646 1.981 -3.839
O 1.960 0.511 -2.005
N 2.919 2.851 -1.593
C 2.922 2.766 -0.236
S 2.502 4.222 0.647
C 2.728 3.366 2.129
C 3.073 2.089 1.859
N 3.204 1.745 0.529
H 8.900 -0.494 -1.564
H 8.211 -1.970 -1.849
H 7.732 1.582 -1.879
H 5.491 2.642 -2.016
H 3.717 -1.154 -2.727
H 5.943 -2.244 -2.577
H 2.512 3.811 3.085
H 3.221 1.322 2.607
N -0.701 2.734 2.323
C -1.087 1.824 1.733
*
```